C28H36AsN2O4S6Tc | ωB97M-V/def2-TZVPD

Geometry (Å):
1 Tc -0.18548 0.47976 -0.34248
2 C -4.31525 -0.78157 1.76595
3 C -2.87649 -1.11694 1.40884
4 S -2.44376 -0.63404 -0.20886
5 C -2.10145 -1.73813 2.31622
6 C -2.58833 -2.18313 3.67651
7 S -0.36162 -1.91844 2.28358
8 H -4.77890 -0.22282 0.95781
9 H -4.35214 -0.16679 2.66804
10 H -4.90080 -1.68683 1.93791
11 H -3.58892 -1.81667 3.89030
12 H -1.91709 -1.82881 4.46811
13 H -2.59859 -3.27356 3.72654
14 S 3.98847 -2.31180 -0.77555
15 As 3.39743 -2.18692 1.22187
16 S 0.32003 -1.86342 0.43923
17 S 3.44974 -0.32520 2.12584
18 S 2.90269 -3.89034 2.25833
19 C 5.27819 1.06833 -1.60952
20 C 3.97536 1.59772 -1.11611
21 C 3.57613 2.86933 -0.75634
22 C 2.24839 2.74879 -0.32944
23 N 1.85239 1.47841 -0.45768
24 N 2.91299 0.80341 -0.94684
25 C 1.38694 3.84419 0.21480
26 H 6.04509 1.83631 -1.54374
27 H 5.19372 0.74255 -2.64753
28 H 5.58165 0.20493 -1.01342
29 H 4.17030 3.77289 -0.76491
30 H 2.96574 -0.21943 -0.89490
31 H 1.24320 4.62413 -0.53430
32 H 1.86844 4.29941 1.07962
33 H 0.41030 3.47863 0.53035
34 O -2.00833 3.52720 4.32633
35 C -0.69523 3.29449 4.26688
36 C 0.12672 3.95207 5.18055
37 C 1.49029 3.74305 5.16270
38 C 2.07754 2.87095 4.24032
39 C 1.27989 2.22227 3.32943
40 C -0.10717 2.42565 3.32410
41 C -0.94335 1.78516 2.32839
42 O -2.14942 1.83060 2.30616
43 O -0.25926 1.10477 1.32951
44 H -2.43258 2.97897 3.64323
45 H -0.34116 4.61102 5.90318
46 H 2.11296 4.26226 5.88228
47 H 3.14746 2.69791 4.24640
48 H 1.71087 1.52741 2.61494
49 C -1.05084 -2.81206 -2.83607
50 C 0.02269 -2.09751 -3.67453
51 C 1.34776 -2.01447 -2.91794
52 C -0.50491 -0.77050 -4.19378
53 C -0.84335 -0.71291 -5.53888
54 C -1.39731 0.41870 -6.10381
55 C -1.63174 1.52429 -5.30820
56 C -1.32182 1.53667 -3.95571
57 C -1.68440 2.81132 -3.20936
58 C -2.86783 2.62979 -2.24769
59 C -0.50586 3.47670 -2.50863
60 C -0.73768 0.37294 -3.41094
61 O -0.42091 0.30618 -2.05100
62 H -0.66182 -3.76599 -2.46977
63 H -1.94882 -3.00533 -3.42825
64 H -1.33763 -2.21235 -1.96722
65 H 0.20925 -2.70169 -4.56398
66 H 1.20792 -1.63628 -1.91133
67 H 2.07234 -1.38281 -3.44162
68 H 1.78018 -3.00927 -2.81294
69 H -0.66257 -1.58843 -6.15149
70 H -1.65387 0.43799 -7.15711
71 H -2.07738 2.41199 -5.74260
72 H -2.00967 3.50476 -3.98298
73 H -2.56288 2.16479 -1.31040
74 H -3.64603 2.00381 -2.68932
75 H -3.30609 3.60361 -2.00706
76 H -0.21812 2.93220 -1.60937
77 H -0.78977 4.48409 -2.19647
78 H 0.37167 3.54435 -3.15701

Values from the calculation:
Relative energy (zero: lowest compared OMol25 entry of this formula, charge and spin), eV: 2.779
E_HOMO (alpha / beta), eV: -7.586 / -7.586
HOMO-LUMO gap (alpha / beta), eV: 5.059 / 5.061